No. 1
A molecular structure, C3H3N3O3, computed with the ωB97M-V functional and the def2-TZVPD basis.

Orbital gap: 9.2 eV
ΔE to the lowest compared entry with this formula, charge and spin: 151.4 kcal per mole
HOMO: -10.9 eV

Positions of all 12 atoms, in Å:
O (0.25, -2.00, -0.36)
N (0.45, 0.23, 0.55)
N (-1.02, -1.55, -0.94)
H (-1.11, 2.20, -1.14)
C (0.91, -1.08, 0.37)
N (-1.45, -0.37, -0.89)
H (-1.74, 2.60, 0.43)
C (-0.81, 2.08, -0.11)
O (1.79, -1.35, 1.15)
H (1.45, 2.28, 0.30)
O (0.33, 2.79, 0.25)
C (-0.65, 0.55, -0.08)

***

No. 2
C3H3N3S in the gas phase, computed with the ωB97M-V functional and the def2-TZVPD basis.

Orbital gap: 7.6 eV
SMILES: SN=C1N=CC=N1
ΔE to the lowest compared entry with this formula, charge and spin: 56.0 kcal per mole
HOMO: -9.3 eV

Positions of all 10 atoms, in Å:
H (-0.05, 2.90, -1.89)
C (1.20, 1.55, -0.62)
C (-0.37, 0.23, -0.14)
C (0.03, 1.99, -1.42)
S (0.06, -1.98, 1.11)
N (-1.03, -0.67, 0.50)
H (-1.02, -2.64, 1.43)
N (-0.95, 1.15, -1.03)
H (2.18, 2.03, -0.69)
N (0.95, 0.50, 0.03)

***

No. 3
C3H3N3S in the gas phase, computed with the ωB97M-V functional and the def2-TZVPD basis.

Spin multiplicity: 3
Orbital gap (spin up / spin down): 6.0 / 7.7 eV
ΔE to the lowest compared entry with this formula, charge and spin: 64.5 kcal per mole
HOMO (spin up / spin down): -6.2 / -9.9 eV

Positions of all 10 atoms, in Å:
N (-1.89, -1.63, -0.16)
S (-4.03, 1.61, -0.09)
C (0.12, -0.14, 0.09)
N (-3.93, -1.15, 0.24)
C (-1.06, -0.82, -0.48)
C (-3.90, 0.05, 0.24)
H (0.81, -0.50, -0.57)
H (-0.09, 0.96, -0.17)
H (0.39, -0.40, 1.16)
N (-3.04, -2.10, -0.04)

***

No. 4
C3H3N3S2 in the gas phase, computed with the ωB97M-V functional and the def2-TZVPD basis.

Orbital gap: 8.5 eV
SMILES: [H]/N=C(\C#N)NSC=S
ΔE to the lowest compared entry with this formula, charge and spin: 59.3 kcal per mole
HOMO: -9.3 eV

Positions of all 11 atoms, in Å:
S (1.61, -1.13, -0.44)
S (1.72, 1.83, 0.14)
N (-2.84, 1.38, -0.70)
C (-2.00, 0.60, -0.34)
H (3.41, -0.09, 0.12)
H (-0.42, -0.38, -1.63)
N (-1.05, -0.95, 1.34)
H (-1.66, -0.23, 1.99)
C (2.44, 0.34, 0.04)
N (-0.11, -0.87, -0.71)
C (-1.11, -0.52, 0.19)

***

No. 5
C3H3N3S2 in the gas phase, computed with the ωB97M-V functional and the def2-TZVPD basis.

Orbital gap: 6.7 eV
SMILES: S=C1N=NN/C1=C\S
ΔE to the lowest compared entry with this formula, charge and spin: 44.8 kcal per mole
HOMO: -8.5 eV

Positions of all 11 atoms, in Å:
S (-2.50, -0.46, -0.07)
S (2.45, -1.58, -0.08)
C (0.14, 0.07, -0.01)
N (1.18, 2.03, -0.03)
N (0.04, 1.42, -0.14)
C (-0.80, -0.83, 0.01)
H (-0.49, -1.84, 0.07)
C (1.57, -0.14, -0.01)
H (-2.89, -1.68, 0.25)
N (2.11, 1.14, 0.03)
H (-0.82, 1.89, -0.03)

***

No. 6
A gas-phase ion, C3H3N4 (charge +1), computed with the ωB97M-V functional and the def2-TZVPD basis.

Orbital gap (spin up / spin down): 7.3 / 7.4 eV
SMILES: N#C/C=C(\N)[N+]#N
Charge: +1
ΔE to the lowest compared entry with this formula, charge and spin: 49.8 kcal per mole
HOMO (spin up / spin down): -14.6 / -14.7 eV

Positions of all 10 atoms, in Å:
H (1.18, 1.10, 0.90)
N (-1.40, -0.86, 0.61)
C (0.89, 0.49, -1.52)
N (0.31, 0.63, 1.31)
H (-0.43, -1.01, -1.62)
H (0.29, 0.63, 2.30)
N (1.79, 0.97, -2.01)
C (-0.36, -0.11, 0.49)
N (-2.16, -1.66, 0.41)
C (-0.10, -0.18, -0.88)

***

No. 7
A gas-phase ion, C3H3N4OS (charge -1), computed with the ωB97M-V functional and the def2-TZVPD basis.

Spin multiplicity: 3
Orbital gap (spin up / spin down): 5.4 / 5.6 eV
Charge: -1
HOMO (spin up / spin down): -2.1 / -4.9 eV

Positions of all 12 atoms, in Å:
N (1.22, -1.00, -1.52)
N (2.57, 0.45, -2.31)
H (-1.43, -0.25, 2.99)
N (1.46, 1.12, -2.11)
H (-2.17, 0.85, 1.68)
N (2.47, -0.82, -1.94)
C (-1.68, -0.07, 1.87)
C (0.69, 0.20, -1.48)
O (0.67, -0.15, 1.23)
C (-0.51, 0.06, 0.99)
S (-0.94, 0.47, -0.80)
H (-2.35, -0.86, 1.38)

***

No. 8
C3H3N5 in the gas phase, computed with the ωB97M-V functional and the def2-TZVPD basis.

Orbital gap (spin up / spin down): 8.4 / 8.4 eV
ΔE to the lowest compared entry with this formula, charge and spin: 91.2 kcal per mole
HOMO (spin up / spin down): -8.2 / -8.2 eV

Positions of all 11 atoms, in Å:
C (-0.65, 1.42, 0.08)
N (0.26, -1.48, -0.01)
C (1.49, 0.81, 0.05)
N (-1.69, 0.76, -0.07)
H (2.10, -0.99, -0.01)
H (-2.88, -1.02, -0.05)
C (-1.93, -0.58, 0.01)
N (-1.01, -1.45, 0.01)
H (2.53, 1.26, 0.16)
N (1.24, -0.51, -0.09)
N (0.55, 1.78, -0.07)

***

No. 9
C3H3N5 in the gas phase, computed with the ωB97M-V functional and the def2-TZVPD basis.

Orbital gap: 8.7 eV
SMILES: [H]/N=c1/cnnncn1
ΔE to the lowest compared entry with this formula, charge and spin: 102.3 kcal per mole
HOMO: -10.2 eV

Positions of all 11 atoms, in Å:
H (-0.60, -1.68, 1.60)
H (-2.09, 0.70, -1.33)
N (1.47, 0.59, -0.77)
C (0.84, 1.18, 0.33)
N (1.04, -1.42, 0.12)
C (-0.90, -0.10, -0.09)
N (1.22, -0.72, -1.05)
N (-1.93, -0.21, -0.86)
H (1.49, 1.99, 0.91)
C (-0.11, -1.29, 0.65)
N (-0.45, 0.95, 0.48)

***

No. 10
C3H3NO in the gas phase, computed with the ωB97M-V functional and the def2-TZVPD basis.

Orbital gap: 11.4 eV
SMILES: N#CCC=O
ΔE to the lowest compared entry with this formula, charge and spin: 12.1 kcal per mole
HOMO: -10.8 eV

Positions of all 8 atoms, in Å:
H (-0.28, 1.23, -0.76)
O (1.11, -1.50, 0.01)
C (-0.17, 0.55, 0.03)
H (-0.25, 1.15, 0.97)
C (-1.34, -0.31, -0.09)
N (-2.17, -1.12, 0.02)
C (1.09, -0.31, -0.01)
H (2.02, 0.31, -0.15)

***

What did the eighth record say?
C3H3N5 in the gas phase, computed with the ωB97M-V functional and the def2-TZVPD basis.

Orbital gap (spin up / spin down): 8.4 / 8.4 eV
ΔE to the lowest compared entry with this formula, charge and spin: 91.2 kcal per mole
HOMO (spin up / spin down): -8.2 / -8.2 eV

Positions of all 11 atoms, in Å:
C (-0.65, 1.42, 0.08)
N (0.26, -1.48, -0.01)
C (1.49, 0.81, 0.05)
N (-1.69, 0.76, -0.07)
H (2.10, -0.99, -0.01)
H (-2.88, -1.02, -0.05)
C (-1.93, -0.58, 0.01)
N (-1.01, -1.45, 0.01)
H (2.53, 1.26, 0.16)
N (1.24, -0.51, -0.09)
N (0.55, 1.78, -0.07)